The following is a DFT calculation (the ωB97M-V functional and the def2-TZVPD basis) of 11 unconnected molecules or ions with the total composition C13H50N12O11 at a distorted geometry.

Computed properties:
Net charge = 0
Kohn-Sham gap = 9.57 eV
Relative energy (zero: lowest compared OMol25 entry of this formula, charge and spin) = 0.1704 eV
SMILES string = COC[C@H](C)N.COC[C@H](C)N.NC(N)=O.NC(N)=O.NC(N)=O.NC(N)=O.NC(N)=O.O.O.O.O
E_LUMO = 0.0181 hartree

Each line ends with the Löwdin charge.
Atoms and positions in Å:
C: -2.85 -4.22 0.23  -0.114
O: -1.70 -5.02 0.39  -0.151
C: -0.65 -4.19 0.75  -0.213
C: 0.47 -5.06 1.46  -0.427
C: 0.16 -5.29 2.90  -0.078
N: 1.69 -4.32 1.28  0.034
H: -3.71 -4.85 0.09  0.078
H: -2.77 -3.49 -0.56  0.065
H: -3.12 -3.57 1.10  0.097
H: -0.24 -3.67 -0.11  0.123
H: -0.85 -3.48 1.54  0.101
H: 0.54 -6.05 0.94  0.155
H: -0.14 -4.36 3.41  0.066
H: 0.93 -5.84 3.46  0.083
H: -0.75 -5.93 3.02  0.095
H: 1.80 -3.63 1.99  0.056
H: 2.38 -4.99 1.55  0.077
C: 0.37 0.86 -1.03  -0.100
O: 0.58 1.86 -0.11  -0.223
C: 1.38 2.87 -0.61  -0.209
C: 1.86 3.87 0.55  -0.333
C: 2.73 3.18 1.61  -0.048
N: 0.57 4.39 1.19  0.036
H: -0.54 0.29 -0.79  0.066
H: 1.32 0.25 -1.00  0.108
H: 0.10 1.34 -1.97  0.084
H: 2.30 2.36 -1.14  0.133
H: 0.93 3.47 -1.39  0.110
H: 2.34 4.71 0.13  0.107
H: 2.22 2.31 1.97  0.050
H: 2.74 3.87 2.39  0.054
H: 3.73 3.00 1.22  0.071
H: 0.16 3.67 1.76  0.026
H: -0.14 4.55 0.48  0.066
N: 4.16 0.19 0.05  0.169
C: 3.40 -0.78 0.58  -0.618
N: 3.33 -2.02 -0.07  0.183
O: 2.77 -0.55 1.64  -0.044
H: 4.47 0.96 0.67  0.114
H: 4.60 0.13 -0.84  0.053
H: 3.73 -1.98 -1.00  0.070
H: 2.64 -2.69 0.14  0.032
N: -1.85 4.13 3.79  0.153
C: -2.29 2.99 3.14  -0.653
N: -2.60 1.99 3.97  0.175
O: -2.37 2.92 1.90  -0.030
H: -1.66 4.14 4.76  0.081
H: -1.47 4.93 3.24  0.120
H: -2.20 1.98 4.90  0.117
H: -2.94 1.12 3.53  0.110
N: -2.33 -0.04 -6.45  0.145
C: -1.48 -0.36 -5.34  -0.589
N: -2.12 -0.97 -4.33  0.158
O: -0.28 -0.04 -5.34  -0.007
H: -3.29 -0.10 -6.27  0.063
H: -1.96 0.61 -7.10  0.085
H: -1.65 -1.07 -3.40  0.101
H: -3.14 -1.10 -4.27  0.124
N: -3.34 1.02 -1.60  0.154
C: -2.89 -0.13 -0.91  -0.656
N: -3.04 -0.02 0.43  0.177
O: -2.31 -1.08 -1.43  -0.016
H: -3.33 1.12 -2.57  0.054
H: -4.14 1.47 -1.11  0.069
H: -2.66 -0.66 1.14  0.085
H: -3.23 0.97 0.69  0.083
N: 0.44 -1.30 3.45  0.161
C: -0.56 -0.54 2.91  -0.658
N: -0.19 0.60 2.34  0.195
O: -1.77 -0.92 2.99  -0.065
H: 1.39 -1.20 3.09  0.065
H: 0.15 -2.21 3.82  0.090
H: 0.73 0.68 1.92  0.073
H: -1.00 1.12 1.94  0.084
O: 1.72 0.70 -3.89  -0.097
H: 2.19 0.96 -4.73  0.073
H: 0.91 0.31 -4.20  -0.037
O: 4.46 -0.76 -2.66  -0.068
H: 3.63 -0.33 -2.89  0.022
H: 5.04 -0.72 -3.44  0.072
O: -4.59 3.15 -0.21  -0.057
H: -3.87 3.35 0.41  0.021
H: -5.31 3.25 0.39  0.039
O: 4.11 2.46 -3.82  -0.054
H: 4.77 2.97 -3.33  0.046
H: 3.34 2.43 -3.27  -0.011



The following is a DFT calculation (the ωB97M-V functional and the def2-TZVPD basis) of a molecular structure, C13H52FN3O24V2 at a distorted geometry.

Computed properties:
Net charge = 0
Kohn-Sham gap (spin up / spin down) = 5.84 / 6.45 eV
2S+1 = 3
E_LUMO (spin up / spin down) = -0.1348 / -0.1129 hartree

Each line ends with the Löwdin charge.
Atoms and positions in Å:
O: -1.47 2.38 -4.15  -0.177
V: 0.03 2.04 -3.75  1.333
O: 0.72 -0.26 0.21  -0.191
V: -0.62 0.49 -0.06  1.107
N: 0.32 3.58 -0.84  -0.516
O: 0.14 2.61 -0.11  -0.046
O: 0.56 4.66 -0.30  0.116
O: 0.28 3.45 -2.06  -0.052
N: 3.11 1.38 -2.48  -0.560
O: 2.26 1.58 -3.36  -0.121
O: 4.33 1.48 -2.69  0.054
O: 2.73 1.30 -1.31  -0.020
N: -3.05 2.44 -0.65  -0.548
O: -2.53 1.54 -0.03  -0.082
O: -3.57 3.39 -0.09  0.101
O: -3.04 2.40 -1.88  -0.051
F: -0.52 0.45 -2.34  -0.410
C: -1.04 -2.73 0.35  -0.076
O: -1.71 -1.48 0.08  -0.163
H: 0.04 -2.61 0.31  0.070
H: -1.26 -3.10 1.35  0.076
H: -1.35 -3.49 -0.36  0.096
H: -2.65 -1.61 0.14  0.044
C: 2.30 4.43 3.48  -0.173
O: 2.97 3.22 3.69  -0.132
H: 1.51 4.37 2.73  0.066
H: 1.85 4.76 4.42  0.075
H: 2.97 5.19 3.09  0.076
H: 3.11 2.84 2.82  0.004
C: 4.79 1.55 1.54  -0.123
O: 3.56 2.18 1.23  -0.143
H: 5.46 1.63 0.69  0.087
H: 5.20 2.00 2.44  0.089
H: 4.58 0.48 1.61  0.065
H: 3.38 1.91 0.32  0.031
C: -0.02 -5.58 2.41  -0.171
O: -1.12 -5.87 1.60  -0.115
H: 0.89 -6.05 2.03  0.082
H: 0.14 -4.50 2.40  0.054
H: -0.10 -6.02 3.41  0.084
H: -0.76 -5.87 0.71  0.074
C: -5.34 2.39 -4.34  -0.150
O: -4.96 1.33 -3.48  -0.140
H: -4.47 3.02 -4.48  0.067
H: -5.72 2.06 -5.30  0.077
H: -6.08 3.04 -3.88  0.075
H: -4.30 1.68 -2.87  0.006
C: -1.19 1.72 2.94  -0.064
O: -0.97 0.52 2.19  -0.177
H: -1.07 2.53 2.21  0.078
H: -2.20 1.78 3.34  0.096
H: -0.41 1.77 3.70  0.096
H: -0.74 -0.16 2.82  0.058
C: 4.20 -2.32 0.17  -0.141
O: 2.83 -2.66 0.34  -0.137
H: 4.31 -1.29 -0.17  0.067
H: 4.72 -2.28 1.12  0.064
H: 4.70 -3.04 -0.49  0.087
H: 2.46 -2.67 -0.55  0.013
C: 3.63 -4.10 3.66  -0.158
O: 4.98 -3.64 3.63  -0.117
H: 3.02 -3.82 2.79  0.052
H: 3.62 -5.19 3.58  0.082
H: 3.12 -3.72 4.54  0.070
H: 5.08 -2.71 3.85  0.070
C: -2.91 -1.33 -3.70  -0.154
O: -1.55 -1.68 -3.70  -0.131
H: -3.54 -2.14 -4.09  0.087
H: -3.30 -1.22 -2.69  0.058
H: -3.07 -0.42 -4.28  0.073
H: -1.15 -0.91 -3.30  -0.001
C: 1.64 -1.01 3.46  -0.139
O: 0.40 -1.60 3.26  -0.117
H: 2.36 -1.18 2.67  0.074
H: 1.57 0.07 3.55  0.085
H: 2.08 -1.53 4.31  0.082
H: 0.22 -2.15 4.02  0.099
C: -2.43 5.88 -1.94  -0.177
O: -2.65 4.92 -2.92  -0.132
H: -1.79 5.55 -1.12  0.065
H: -2.09 6.79 -2.42  0.082
H: -3.40 6.14 -1.52  0.077
H: -2.79 4.11 -2.42  -0.001
C: -5.14 -1.08 -0.34  -0.107
O: -4.27 -2.21 -0.18  -0.118
H: -4.69 -0.41 -1.08  0.066
H: -6.15 -1.39 -0.60  0.089
H: -5.30 -0.44 0.53  0.084
H: -4.70 -2.91 0.31  0.102
C: 2.05 -2.17 -3.03  -0.131
O: 1.49 -3.18 -2.22  -0.118
H: 2.88 -2.45 -3.68  0.084
H: 1.31 -1.77 -3.72  0.074
H: 2.46 -1.43 -2.34  0.070
H: 0.80 -3.60 -2.72  0.088



The following is a DFT calculation (the ωB97M-V functional and the def2-TZVPD basis) of a molecular structure, C13H52FeN26O13 at a distorted geometry.

Computed properties:
Net charge = +2
Kohn-Sham gap (spin up / spin down) = 7.75 / 7.53 eV
2S+1 = 5
E_LUMO (spin up / spin down) = -0.1589 / -0.1589 hartree

Each line ends with the Löwdin charge.
Atoms and positions in Å:
Fe: -17.55 -5.76 10.10  0.825
C: -20.08 -4.43 6.26  -0.783
O: -20.02 -5.62 6.32  0.043
N: -19.62 -3.69 5.30  0.184
N: -20.65 -3.71 7.19  0.185
H: -18.99 -4.01 4.58  0.123
H: -19.90 -2.72 5.28  0.118
H: -20.63 -2.71 7.03  0.108
H: -21.14 -4.18 7.94  0.097
C: -19.97 -10.19 11.89  -0.823
O: -20.25 -10.16 13.08  0.017
N: -18.79 -10.30 11.47  0.197
N: -20.83 -10.42 10.97  0.205
H: -18.06 -10.04 12.13  0.109
H: -18.62 -10.23 10.48  0.093
H: -21.78 -10.50 11.28  0.128
H: -20.73 -10.28 9.98  0.087
C: -15.83 -8.64 10.01  -0.718
O: -16.52 -7.66 10.18  0.033
N: -15.38 -9.05 8.89  0.197
N: -15.61 -9.52 11.01  0.175
H: -15.28 -8.43 8.10  0.091
H: -14.80 -9.86 8.99  0.128
H: -16.03 -9.20 11.87  0.111
H: -15.12 -10.38 10.78  0.118
C: -16.56 -6.11 7.06  -0.667
O: -17.18 -5.89 8.09  0.010
N: -15.31 -6.51 7.13  0.181
N: -17.04 -6.05 5.83  0.203
H: -14.86 -6.56 8.03  0.108
H: -14.79 -6.45 6.27  0.127
H: -18.01 -5.81 5.67  0.073
H: -16.39 -5.97 5.07  0.123
C: -18.47 -2.57 10.07  -0.709
O: -18.44 -3.80 10.02  0.013
N: -17.52 -1.76 10.40  0.195
N: -19.37 -1.81 9.54  0.180
H: -17.67 -0.80 10.12  0.124
H: -16.64 -2.06 10.79  0.113
H: -19.47 -0.81 9.59  0.132
H: -20.18 -2.31 9.18  0.099
C: -20.85 -2.78 12.71  -0.656
O: -20.61 -3.90 12.21  -0.026
N: -19.94 -1.95 13.15  0.187
N: -22.05 -2.21 12.83  0.181
H: -19.02 -2.32 13.34  0.063
H: -20.25 -1.09 13.59  0.118
H: -22.86 -2.71 12.49  0.127
H: -22.10 -1.33 13.31  0.113
C: -18.74 -9.51 7.39  -0.755
O: -19.49 -9.66 8.33  0.029
N: -17.59 -10.04 7.14  0.180
N: -18.94 -8.61 6.49  0.192
H: -17.13 -10.63 7.83  0.117
H: -17.12 -9.84 6.27  0.122
H: -19.86 -8.21 6.58  0.113
H: -18.25 -8.40 5.77  0.109
C: -13.45 -7.63 12.89  -0.786
O: -14.64 -7.40 13.11  0.017
N: -12.56 -6.70 12.94  0.173
N: -12.94 -8.69 12.49  0.199
H: -12.82 -5.77 13.23  0.109
H: -11.58 -6.94 12.82  0.120
H: -13.52 -9.50 12.33  0.119
H: -11.97 -8.68 12.21  0.134
C: -14.61 -4.33 10.52  -0.707
O: -15.57 -5.03 10.21  0.011
N: -13.62 -3.91 9.78  0.187
N: -14.35 -3.96 11.71  0.199
H: -12.93 -3.35 10.26  0.118
H: -13.40 -4.33 8.90  0.123
H: -13.44 -3.57 11.92  0.124
H: -14.98 -4.19 12.46  0.098
C: -16.20 -2.31 13.96  -0.722
O: -17.18 -2.61 13.29  0.024
N: -15.42 -3.13 14.56  0.168
N: -15.64 -1.08 14.02  0.173
H: -15.87 -4.04 14.63  0.093
H: -14.58 -2.88 15.07  0.131
H: -14.79 -1.05 14.56  0.105
H: -15.90 -0.32 13.41  0.118
C: -17.72 -5.73 13.35  -0.697
O: -17.49 -5.76 12.14  -0.020
N: -18.91 -5.40 13.73  0.218
N: -16.91 -6.07 14.32  0.191
H: -19.19 -5.57 14.68  0.135
H: -19.54 -5.03 13.03  0.062
H: -15.99 -6.41 14.09  0.068
H: -17.22 -6.04 15.28  0.130
C: -20.68 -6.42 9.70  -0.725
O: -19.53 -6.50 10.05  0.016
N: -21.51 -5.46 9.94  0.198
N: -21.18 -7.38 8.93  0.203
H: -21.28 -4.74 10.60  0.077
H: -22.45 -5.58 9.58  0.134
H: -22.18 -7.52 8.95  0.123
H: -20.54 -8.13 8.69  0.055
C: -22.69 -7.43 13.21  -0.818
O: -23.54 -6.57 13.21  0.027
N: -22.75 -8.62 13.65  0.195
N: -21.50 -7.16 12.71  0.174
H: -22.03 -9.22 13.27  0.062
H: -23.65 -8.94 13.96  0.134
H: -20.67 -7.71 12.88  0.097
H: -21.46 -6.35 12.12  0.064



The following is a DFT calculation (the ωB97M-V functional and the def2-TZVPD basis) of 13 unconnected molecules or ions with the total composition C13H52N26O13 at a distorted geometry.

Computed properties:
Net charge = 0
Kohn-Sham gap = 8.66 eV
Relative energy (zero: lowest compared OMol25 entry of this formula, charge and spin) = 2.2842 eV
E_LUMO = -0.0083 hartree

Each line ends with the Löwdin charge.
Atoms and positions in Å:
C: 11.89 -20.26 -30.04  -0.634
O: 11.51 -19.78 -31.09  0.024
N: 12.51 -19.55 -29.02  0.145
N: 11.72 -21.59 -29.77  0.164
H: 12.93 -18.73 -29.43  0.102
H: 12.16 -19.62 -28.08  0.095
H: 11.78 -21.97 -28.84  0.093
H: 11.28 -22.13 -30.50  0.079
C: 12.80 -25.13 -29.37  -0.614
O: 12.30 -26.00 -28.64  -0.024
N: 13.68 -24.18 -28.94  0.185
N: 12.37 -24.96 -30.68  0.149
H: 13.67 -23.37 -29.52  0.086
H: 13.89 -24.24 -27.96  0.108
H: 11.65 -25.61 -30.99  0.040
H: 13.05 -24.90 -31.43  0.111
C: 3.94 -25.63 -27.34  -0.681
O: 2.79 -26.02 -27.57  -0.012
N: 4.72 -25.09 -28.33  0.155
N: 4.48 -25.60 -26.09  0.160
H: 4.31 -25.18 -29.24  0.093
H: 5.67 -24.75 -28.19  0.047
H: 5.34 -25.10 -25.91  0.049
H: 3.97 -25.93 -25.29  0.097
C: 9.78 -23.93 -34.29  -0.667
O: 9.38 -23.36 -35.30  0.029
N: 9.80 -23.30 -33.05  0.169
N: 10.19 -25.23 -34.27  0.150
H: 10.14 -23.81 -32.26  0.050
H: 9.02 -22.66 -33.02  0.075
H: 10.37 -25.62 -35.18  0.101
H: 10.47 -25.73 -33.44  0.037
C: 8.31 -19.23 -32.68  -0.668
O: 7.13 -19.22 -33.06  -0.003
N: 9.24 -18.37 -33.19  0.149
N: 8.77 -20.09 -31.72  0.161
H: 9.08 -17.88 -34.04  0.096
H: 10.20 -18.37 -32.90  0.078
H: 9.77 -20.08 -31.55  0.035
H: 8.18 -20.89 -31.53  0.045
C: 6.77 -23.43 -31.94  -0.638
O: 7.13 -22.58 -31.13  0.002
N: 6.95 -24.80 -31.84  0.171
N: 5.96 -23.17 -33.03  0.170
H: 6.75 -25.43 -32.59  0.096
H: 7.48 -25.17 -31.07  0.069
H: 5.61 -23.89 -33.62  0.093
H: 5.65 -22.23 -33.20  0.111
C: 6.63 -22.56 -25.11  -0.657
O: 6.27 -23.62 -24.59  -0.015
N: 6.81 -21.42 -24.35  0.142
N: 6.97 -22.47 -26.42  0.173
H: 6.79 -20.51 -24.76  0.090
H: 6.59 -21.50 -23.38  0.095
H: 7.58 -21.76 -26.77  0.101
H: 6.86 -23.35 -26.92  0.051
C: 8.74 -27.85 -25.21  -0.615
O: 9.73 -28.26 -25.84  -0.022
N: 8.67 -26.60 -24.67  0.201
N: 7.66 -28.65 -25.06  0.180
H: 9.38 -25.96 -24.97  0.091
H: 7.85 -26.41 -24.11  0.102
H: 7.73 -29.61 -25.36  0.114
H: 6.82 -28.38 -24.61  0.095
C: 11.29 -30.38 -28.78  -0.658
O: 10.21 -30.91 -28.63  0.039
N: 11.63 -29.10 -29.16  0.153
N: 12.46 -31.14 -28.75  0.127
H: 12.59 -28.87 -29.32  0.085
H: 10.94 -28.39 -29.31  0.061
H: 12.34 -32.13 -28.77  0.097
H: 13.38 -30.77 -28.89  0.077
C: 12.95 -29.19 -25.06  -0.675
O: 12.61 -29.02 -23.88  -0.012
N: 14.21 -29.74 -25.29  0.128
N: 12.21 -28.87 -26.15  0.161
H: 14.62 -30.04 -24.42  0.092
H: 14.51 -30.16 -26.14  0.073
H: 12.72 -28.80 -27.01  0.061
H: 11.29 -28.45 -26.01  0.032
C: 11.97 -24.74 -25.23  -0.682
O: 11.27 -24.21 -26.09  -0.012
N: 12.82 -25.77 -25.54  0.172
N: 12.02 -24.28 -23.94  0.161
H: 13.45 -26.27 -24.94  0.097
H: 12.56 -26.07 -26.47  0.056
H: 11.46 -23.45 -23.83  0.105
H: 12.68 -24.71 -23.33  0.098
C: 9.68 -27.47 -31.77  -0.618
O: 10.12 -26.32 -31.60  -0.053
N: 8.93 -28.11 -30.83  0.182
N: 9.83 -28.18 -32.92  0.179
H: 8.87 -27.73 -29.89  0.082
H: 8.67 -29.07 -30.94  0.110
H: 9.70 -29.17 -32.95  0.107
H: 10.31 -27.73 -33.68  0.087
C: 8.66 -24.92 -28.63  -0.582
O: 7.61 -24.56 -28.06  -0.039
N: 9.44 -26.04 -28.35  0.180
N: 9.19 -24.04 -29.51  0.185
H: 9.24 -26.44 -27.44  0.080
H: 10.46 -25.88 -28.56  0.066
H: 8.68 -23.20 -29.74  0.087
H: 10.17 -24.15 -29.72  0.053